CH7O2 | wB97M-V/def2-TZVPD

Calculated values
HOMO ... -17.38 eV
Energy relative to the best compared isomer or geometry (same formula, charge and spin) ... 4.9 kcal/mol
2S+1 ... 1
Net charge ... +1
Orbital gap ... 0.496 Ha

Geometry as XYZ:
```
10
CH7O2 | the Open Molecules 2025 dataset | wB97M-V/def2-TZVPD
O -1.68 -0.39 1.11
H -2.19 0.42 1.16
H -2.26 -1.14 1.28
H 1.20 -0.91 0.54
C 1.10 0.64 -0.89
O 0.60 -0.50 -0.10
H 0.30 0.91 -1.56
H 1.89 0.23 -1.51
H 1.38 1.41 -0.20
H -0.36 -0.67 0.15
```

---

C6H7NO | wB97M-V/def2-TZVPD

Calculated values
HOMO ... -8.56 eV
Energy relative to the best compared isomer or geometry (same formula, charge and spin) ... 105.2 kcal/mol
2S+1 ... 1
Net charge ... 0
Orbital gap ... 0.335 Ha

Geometry as XYZ:
```
15
C6H7NO | the Open Molecules 2025 dataset | wB97M-V/def2-TZVPD
C 0.42 1.15 0.03
C 1.91 0.76 -0.05
C 2.08 -0.46 -0.11
C -0.34 -0.16 -0.12
C -1.64 -0.32 0.81
C -1.62 0.01 -0.81
H 2.70 1.53 0.81
H 2.96 -0.91 0.26
H 0.60 -2.00 -0.60
H -2.02 -1.37 1.22
H -1.85 0.44 1.53
H -1.78 -0.84 -1.45
H -1.87 1.10 -1.18
N 0.69 -1.09 -0.19
O -0.24 2.15 -0.12
```

---

C29H24AuBClO2P | wB97M-V/def2-TZVPD

Calculated values
HOMO (alpha / beta) ... -6.02 / -7.18 eV
2S+1 ... 3
Net charge ... 0
Orbital gap (alpha / beta) ... 0.230 / 0.157 Ha

Geometry as XYZ:
```
59
C29H24AuBClO2P | the Open Molecules 2025 dataset | wB97M-V/def2-TZVPD
C 2.49 2.96 0.32
C 2.69 1.60 -0.20
C 2.53 1.68 -1.64
H 3.10 0.78 0.37
C 2.30 3.03 -1.99
C 2.30 3.82 -0.81
H 2.25 4.91 -0.77
H 2.75 3.27 1.33
H 2.65 0.85 -2.33
H 2.22 3.41 -3.00
Au 0.50 1.82 0.33
Cl -1.30 0.89 -0.83
P -0.04 -1.61 -0.72
C 0.38 -2.38 -2.34
C 1.08 -3.59 -2.47
H 1.46 -4.11 -1.58
C 1.29 -4.14 -3.73
H 1.82 -5.10 -3.82
C 0.82 -3.48 -4.87
H 0.98 -3.92 -5.86
C 0.15 -2.26 -4.75
H -0.22 -1.74 -5.64
C -0.06 -1.70 -3.49
H -0.56 -0.74 -3.38
C 0.97 -2.61 0.44
C 2.32 -2.24 0.58
H 2.71 -1.38 0.03
C 3.16 -2.98 1.41
H 4.20 -2.69 1.52
C 2.65 -4.09 2.10
H 3.31 -4.67 2.75
C 1.31 -4.46 1.97
H 0.92 -5.33 2.50
C 0.46 -3.71 1.15
H -0.58 -3.99 1.05
C -1.72 -2.27 -0.41
C -2.32 -3.28 -1.17
H -1.79 -3.71 -2.03
C -3.59 -3.74 -0.84
H -4.04 -4.54 -1.43
C -4.29 -3.18 0.23
H -5.28 -3.54 0.49
C -3.71 -2.14 0.97
H -4.25 -1.68 1.80
C -2.44 -1.68 0.65
H -2.01 -0.84 1.20
O 0.40 4.46 1.75
B -0.37 3.34 1.39
O -1.69 3.53 1.84
C -1.68 4.70 2.53
C -2.74 5.39 3.08
C -2.49 6.69 3.56
C -1.21 7.25 3.50
C -0.14 6.53 2.94
C -0.41 5.27 2.48
H -3.73 4.93 3.11
H -3.32 7.26 3.99
H -1.03 8.25 3.88
H 0.86 6.94 2.85
```

---

C74H162O29 | wB97M-V/def2-TZVPD

Calculated values
HOMO ... -9.22 eV
2S+1 ... 1
Net charge ... 0
Orbital gap ... 0.356 Ha

Geometry as XYZ:
```
265
C74H162O29 | the Open Molecules 2025 dataset | wB97M-V/def2-TZVPD
C 17.04 20.01 21.37
C 18.33 19.23 21.41
O 18.37 18.12 20.53
O 16.93 20.74 20.16
H 16.90 20.61 22.29
H 16.26 19.28 21.35
H 18.64 18.88 22.37
H 19.19 19.91 21.04
H 18.94 17.42 20.83
H 15.98 20.75 19.89
C 12.23 12.28 17.93
C 12.32 13.32 16.84
O 13.68 13.61 16.63
O 12.74 10.98 17.65
H 11.11 12.15 18.14
H 12.66 12.63 18.85
H 11.77 14.21 17.23
H 11.85 12.98 15.92
H 13.80 14.37 16.04
H 13.71 11.07 17.77
C 18.79 15.14 22.27
C 17.59 14.84 21.34
O 18.01 14.59 19.98
O 19.76 16.00 21.67
H 19.21 14.18 22.64
H 18.52 15.61 23.21
H 16.99 15.73 21.22
H 17.08 13.98 21.72
H 18.65 15.34 19.81
H 20.46 15.41 21.27
C 23.82 16.42 20.12
C 23.13 17.78 19.85
O 22.98 18.43 21.13
O 23.09 15.66 21.06
H 24.86 16.53 20.44
H 23.86 15.92 19.13
H 22.16 17.55 19.42
H 23.70 18.49 19.15
H 22.35 19.14 21.00
H 22.78 16.36 21.66
C 13.45 20.10 18.39
C 14.10 20.26 16.96
O 14.85 19.15 16.52
O 14.56 20.05 19.30
H 12.86 19.18 18.43
H 12.76 20.93 18.61
H 14.62 21.23 17.04
H 13.32 20.28 16.24
H 15.74 19.22 16.89
H 14.38 19.35 19.89
C 21.00 11.59 20.22
C 20.64 12.72 21.15
O 21.08 13.95 20.59
O 22.41 11.64 19.80
H 20.27 11.62 19.37
H 20.85 10.60 20.72
H 21.11 12.58 22.21
H 19.56 12.85 21.29
H 22.03 13.95 20.57
H 22.40 11.80 18.88
C 18.65 20.58 17.33
C 19.78 20.80 18.37
O 20.17 19.50 18.74
O 17.66 19.80 17.81
H 19.13 20.11 16.44
H 18.30 21.59 16.92
H 19.39 21.32 19.22
H 20.60 21.37 17.89
H 19.39 19.04 19.13
H 17.44 20.10 18.74
C 17.57 18.32 8.15
C 18.35 18.30 6.83
C 19.88 18.20 7.27
O 19.81 18.07 8.69
C 18.57 17.52 9.03
H 16.62 17.86 7.95
H 17.40 19.32 8.62
H 18.22 19.16 6.19
H 18.09 17.44 6.32
H 20.37 19.16 7.04
H 20.33 17.32 6.89
H 18.52 17.54 10.11
H 18.50 16.50 8.68
C 14.73 15.47 19.71
C 13.67 15.57 20.81
C 13.95 16.87 21.45
O 14.31 17.78 20.36
C 14.89 16.93 19.30
H 14.41 14.88 18.80
H 15.63 14.95 20.04
H 13.72 14.78 21.56
H 12.66 15.61 20.41
H 14.88 16.70 22.05
H 13.12 17.32 22.06
H 15.94 17.13 19.03
H 14.32 17.22 18.41
C 12.30 11.00 13.82
C 13.37 10.41 12.90
C 13.22 11.19 11.53
O 12.87 12.54 12.03
C 11.98 12.31 13.12
H 12.75 11.12 14.84
H 11.46 10.37 13.89
H 13.34 9.34 12.80
H 14.38 10.70 13.25
H 12.36 10.76 10.98
H 14.14 11.32 10.92
H 10.94 12.22 12.72
H 12.22 13.18 13.75
C 21.17 13.45 15.24
C 21.59 12.16 14.61
C 22.48 11.47 15.68
O 22.52 12.43 16.81
C 21.26 13.17 16.71
H 20.16 13.76 14.95
H 21.71 14.29 14.85
H 22.01 12.23 13.64
H 20.66 11.54 14.47
H 23.52 11.26 15.41
H 22.05 10.52 16.03
H 21.32 14.10 17.35
H 20.40 12.51 17.01
C 16.01 9.88 21.88
C 15.12 10.46 20.81
C 15.71 11.81 20.48
O 17.10 11.72 20.67
C 17.39 10.61 21.61
H 16.18 8.83 21.96
H 15.69 10.23 22.88
H 14.05 10.54 21.12
H 15.04 9.87 19.90
H 15.24 12.68 21.00
H 15.52 12.00 19.40
H 17.83 11.02 22.51
H 18.11 9.95 21.10
C 21.67 19.94 11.26
C 21.12 21.29 11.92
C 22.33 22.08 11.99
O 23.18 21.72 10.86
C 22.86 20.39 10.44
H 20.83 19.53 10.67
H 21.97 19.34 12.08
H 20.67 21.04 12.89
H 20.33 21.78 11.37
H 22.95 21.89 12.90
H 22.17 23.17 11.88
H 23.78 19.80 10.56
H 22.58 20.41 9.37
C 13.76 15.97 11.83
C 14.88 14.85 12.03
C 14.85 14.48 13.47
O 13.78 15.26 14.05
C 13.62 16.46 13.28
H 12.81 15.51 11.42
H 14.01 16.86 11.17
H 15.78 15.36 11.68
H 14.66 14.00 11.38
H 15.83 14.60 14.08
H 14.65 13.38 13.70
H 14.29 17.25 13.52
H 12.52 16.81 13.41
C 11.41 17.11 17.85
C 10.45 18.01 18.70
C 9.78 18.81 17.55
O 10.78 19.04 16.58
C 11.42 17.81 16.43
H 11.02 16.09 17.76
H 12.46 17.02 18.19
H 11.02 18.68 19.37
H 9.78 17.45 19.44
H 9.35 19.71 17.95
H 8.99 18.20 17.11
H 12.44 17.93 16.00
H 10.83 17.20 15.74
C 27.43 17.94 12.00
C 27.16 19.34 12.56
C 25.67 19.33 12.94
O 25.12 18.12 12.34
C 26.07 17.51 11.51
H 27.82 17.23 12.73
H 28.19 17.90 11.24
H 27.28 20.15 11.89
H 27.81 19.52 13.46
H 25.08 20.22 12.66
H 25.44 19.15 14.01
H 25.96 17.89 10.46
H 26.01 16.42 11.48
C 16.13 19.87 13.67
C 16.84 19.80 12.31
C 15.74 19.26 11.35
O 14.49 19.24 12.04
C 14.65 19.92 13.32
H 16.43 20.80 14.20
H 16.29 18.93 14.19
H 17.74 19.14 12.34
H 17.11 20.84 12.03
H 15.88 18.23 11.01
H 15.67 19.85 10.43
H 13.99 19.52 14.10
H 14.28 20.93 13.24
C 18.38 16.67 17.26
C 17.87 17.25 15.87
C 18.16 16.20 14.85
O 18.46 15.01 15.52
C 18.19 15.19 16.91
H 17.67 16.96 18.09
H 19.35 16.91 17.60
H 18.29 18.24 15.70
H 16.79 17.42 15.97
H 19.03 16.46 14.19
H 17.23 16.08 14.26
H 18.78 14.48 17.42
H 17.22 14.91 17.20
C 22.20 17.48 14.51
C 21.90 18.78 15.22
C 23.07 18.83 16.20
O 23.53 17.51 16.42
C 22.74 16.59 15.63
H 23.08 17.62 13.86
H 21.34 17.07 13.94
H 20.94 18.75 15.71
H 21.79 19.57 14.52
H 22.78 19.42 17.16
H 23.92 19.38 15.80
H 21.90 16.20 16.13
H 23.53 15.79 15.43
C 17.59 11.36 17.03
C 16.81 11.85 15.85
C 15.56 10.98 15.81
O 15.39 10.61 17.18
C 16.72 10.25 17.67
H 17.83 12.17 17.76
H 18.56 10.89 16.80
H 17.31 12.15 14.94
H 16.34 12.83 16.15
H 15.80 10.12 15.14
H 14.71 11.49 15.47
H 17.14 9.33 17.22
H 16.66 10.10 18.75
C 22.05 13.24 10.06
C 22.35 14.41 10.98
C 21.96 15.68 10.19
O 21.83 15.26 8.82
C 21.26 13.96 8.90
H 21.53 12.29 10.43
H 22.93 12.78 9.61
H 23.49 14.51 11.20
H 21.76 14.31 11.89
H 22.68 16.50 10.23
H 20.95 15.99 10.46
H 21.27 13.58 7.86
H 20.22 14.07 9.13
C 17.17 12.12 10.31
C 17.60 13.53 10.15
C 18.31 13.97 11.44
O 18.58 12.78 12.15
C 18.11 11.65 11.43
H 17.28 11.56 9.39
H 16.10 12.01 10.51
H 16.78 14.15 9.97
H 18.21 13.63 9.31
H 17.69 14.59 12.11
H 19.24 14.52 11.26
H 17.53 11.07 12.22
H 18.95 11.05 10.97
```

---

C12H19NSi | wB97M-V/def2-TZVPD

Calculated values
HOMO (alpha / beta) ... -6.29 / -8.43 eV
Energy relative to the best compared isomer or geometry (same formula, charge and spin) ... 25.0 kcal/mol
2S+1 ... 3
Net charge ... 0
Orbital gap (alpha / beta) ... 0.263 / 0.268 Ha

Geometry as XYZ:
```
33
C12H19NSi | the Open Molecules 2025 dataset | wB97M-V/def2-TZVPD
C -0.22 -2.26 3.75
C 0.77 -3.00 3.12
C -0.61 -1.07 3.12
C 1.42 -2.59 1.99
C 0.02 -0.63 1.93
C 1.06 -1.38 1.31
C -0.15 0.89 1.59
C 0.45 1.13 0.25
C 2.96 -0.63 -0.12
C -2.24 -0.29 -0.99
C -0.13 0.62 -2.85
C -1.29 3.00 -1.41
N 1.52 -0.91 0.08
Si -0.86 1.10 -1.22
H -0.61 -2.54 4.67
H 1.16 -3.95 3.57
H -1.15 -0.24 3.61
H 2.25 -3.26 1.73
H -1.23 0.98 1.61
H 0.23 1.37 2.45
H 1.45 1.72 0.18
H 3.28 -0.05 0.75
H 3.33 -1.61 -0.19
H 3.19 -0.22 -1.01
H -2.42 -0.29 0.10
H -2.99 -0.10 -1.65
H -1.88 -1.28 -1.18
H -0.19 1.45 -3.60
H 0.78 0.09 -2.82
H -0.71 -0.23 -3.23
H -1.80 3.27 -0.49
H -0.44 3.67 -1.51
H -1.89 3.07 -2.30
```

---

CH10O4 | wB97M-V/def2-TZVPD

Calculated values
HOMO ... -10.63 eV
Structure (SMILES) ... CO.O.O.O
Energy relative to the best compared isomer or geometry (same formula, charge and spin) ... 28.6 kcal/mol
2S+1 ... 1
Net charge ... 0
Orbital gap ... 0.399 Ha

Geometry as XYZ:
```
15
CH10O4 | the Open Molecules 2025 dataset | wB97M-V/def2-TZVPD
C 0.18 1.22 2.42
O -0.56 0.02 2.15
H 0.44 1.94 1.65
H 1.19 0.89 2.72
H -0.29 1.82 3.24
H -1.50 0.27 2.02
O -0.33 -0.42 -3.06
H -0.92 0.01 -3.72
H -0.69 -0.36 -2.15
O 0.40 -3.08 -0.12
H 0.27 -2.18 0.32
H 0.07 -2.75 -0.96
O 0.36 2.14 -0.84
H 0.52 2.47 -1.76
H 0.84 1.27 -0.87
```

---

C15H15FN4O | wB97M-V/def2-TZVPD

Calculated values
HOMO ... -8.87 eV
Structure (SMILES) ... CC(C)(C)c1cc2nnc(-c3ccccc3F)n2[nH]c1=O
Energy relative to the best compared isomer or geometry (same formula, charge and spin) ... 0.0 kcal/mol
2S+1 ... 1
Net charge ... 0
Orbital gap ... 0.307 Ha

Geometry as XYZ:
```
36
C15H15FN4O | the Open Molecules 2025 dataset | wB97M-V/def2-TZVPD
C 0.02 -3.27 -2.80
C 0.74 -1.91 -2.84
C 0.13 -0.95 -3.90
C 2.21 -2.24 -3.20
C 0.60 -1.22 -1.47
C 1.74 -0.60 -0.87
C 1.61 0.28 0.26
N 2.47 1.09 0.87
N 1.79 1.84 1.81
C 0.54 1.44 1.85
C -0.50 1.96 2.75
C -1.50 1.11 3.23
C -2.36 1.55 4.28
C -2.28 2.85 4.78
C -1.38 3.75 4.18
C -0.52 3.31 3.17
F 0.32 4.25 2.62
N 0.38 0.48 0.83
N -0.81 -0.23 0.38
C -0.72 -0.93 -0.82
O -1.82 -1.19 -1.31
H 0.24 -3.77 -1.86
H 0.33 -3.88 -3.64
H -1.03 -3.12 -2.92
H -0.97 -0.91 -3.81
H 0.57 0.06 -3.82
H 0.38 -1.31 -4.92
H 2.24 -2.82 -4.11
H 2.65 -2.82 -2.41
H 2.83 -1.33 -3.35
H 2.73 -0.62 -1.29
H -1.58 0.06 2.93
H -3.02 0.86 4.77
H -2.91 3.21 5.57
H -1.43 4.76 4.52
H -1.70 0.26 0.55
```

---

C9H11BrNP | wB97M-V/def2-TZVPD

Calculated values
HOMO (alpha / beta) ... -5.93 / -8.27 eV
2S+1 ... 3
Net charge ... 0
Orbital gap (alpha / beta) ... 0.202 / 0.214 Ha

Geometry as XYZ:
```
23
C9H11BrNP | the Open Molecules 2025 dataset | wB97M-V/def2-TZVPD
C 0.80 -1.26 -0.65
C 1.47 0.61 0.63
C 1.71 -0.70 0.17
C -0.41 -0.56 -1.02
C 0.28 1.26 0.48
C -0.87 0.50 -0.13
C 2.86 -1.42 0.83
C -0.83 -0.59 -2.31
C -0.25 2.60 0.99
N -2.06 0.79 0.05
P -3.87 -0.55 -0.77
Br -4.78 -0.62 1.36
H 0.83 -2.34 -0.98
H 2.29 1.14 1.13
H 2.48 -1.91 1.78
H 3.18 -2.26 0.16
H 3.76 -0.75 0.95
H -1.39 0.27 -2.70
H -0.36 -1.26 -2.96
H -3.45 -1.78 -0.23
H -1.10 2.50 1.60
H 0.41 3.20 1.47
H -0.69 3.13 0.15
```

---

Strongest force on any atom, record by record: 0.02284, 0.24314, 0.03436, 0.07297, 0.09053, 0.05427, 0.07820, 0.10763 hartree/bohr